{
  "formula": "C5H8O2",
  "method": "ωB97M-V with the def2-TZVPD basis set",
  "smiles": "C/C=C(/O)CC=O",
  "gap_ev": 9.392,
  "e_homo_ev": -8.60,
  "multiplicity": 1,
  "elements": ["C", "C", "C", "O", "C", "C", "O", "H", "H", "H", "H", "H", "H", "H", "H"],
  "coordinates": [[-2.0673, 0.6518, 0.5014], [-1.3551, -0.1511, -0.5413], [-0.0643, -0.4798, -0.5675], [0.4281, -1.2153, -1.6100], [0.9121, -0.2249, 0.5579], [2.3028, 0.1777, 0.1424], [2.7438, 0.0937, -0.9845], [-2.8415, 0.0589, 1.0014], [-2.5593, 1.5063, 0.0220], [-1.3997, 1.0516, 1.2709], [-1.9570, -0.4989, -1.3785], [1.3244, -0.8809, -1.7897], [0.5419, 0.5166, 1.2731], [1.0379, -1.1521, 1.1416], [2.9534, 0.5463, 0.9609]],
  "lowdin_charge": [-0.100, -0.100, -0.356, 0.027, -0.085, -0.214, 0.050, 0.075, 0.075, 0.058, 0.114, 0.077, 0.109, 0.144, 0.127]
}

{
  "formula": "C5H8O",
  "method": "ωB97M-V with the def2-TZVPD basis set",
  "gap_ev": [7.499, 7.502],
  "e_homo_ev": [-7.23, -7.23],
  "multiplicity": 1,
  "elements": ["O", "C", "C", "C", "C", "C", "H", "H", "H", "H", "H", "H", "H", "H"],
  "coordinates": [[1.1318, 0.4088, 2.1260], [0.9120, -0.1709, 0.9226], [-0.5899, -0.5210, 0.8298], [-0.5667, -0.1534, -0.6156], [0.3208, 1.0745, -0.5058], [-0.4371, -1.0773, -1.6084], [2.0867, 0.5448, 2.1976], [-1.2048, 0.1703, 1.4298], [-0.8683, -1.5525, 1.0651], [-1.0819, 0.9084, -0.9573], [0.8798, 1.3845, -1.3892], [-0.0290, 1.8900, 0.1320], [-0.6899, -2.1136, -1.4134], [-0.1011, -0.8143, -2.6072]],
  "lowdin_charge": [-0.030, -0.147, -0.175, -0.551, -0.021, 0.079, 0.096, 0.118, 0.112, 0.199, 0.095, 0.096, 0.063, 0.065]
}

{
  "formula": "C2H4OS",
  "method": "ωB97M-V with the def2-TZVPD basis set",
  "gap_ev": 10.136,
  "e_homo_ev": -9.76,
  "multiplicity": 1,
  "elements": ["C", "C", "H", "H", "H", "H", "O", "S"],
  "coordinates": [[-0.9232, -0.3328, -0.0743], [0.2850, 0.7140, 0.1001], [-0.1095, -1.0217, -0.9953], [-1.4266, -0.8193, 1.0473], [-1.8213, 0.1870, -0.5430], [1.7856, -1.0210, 0.5215], [0.0459, 1.9316, -0.0108], [2.1642, 0.3622, -0.0456]],
  "lowdin_charge": [-0.103, -0.780, 0.164, 0.152, 0.056, -0.039, -0.082, 0.633]
}

{
  "formula": "C13H19Cl12N3O3",
  "method": "ωB97M-V with the def2-TZVPD basis set",
  "gap_ev": 7.410,
  "e_homo_ev": -8.10,
  "multiplicity": 1,
  "elements": ["C", "C", "N", "H", "H", "H", "C", "C", "N", "H", "H", "H", "C", "C", "N", "H", "H", "H", "C", "O", "C", "O", "O", "C", "H", "H", "H", "H", "H", "H", "C", "Cl", "Cl", "Cl", "H", "C", "Cl", "Cl", "Cl", "H", "C", "Cl", "Cl", "Cl", "H", "C", "Cl", "Cl", "Cl", "H"],
  "coordinates": [[-11.2916, -14.8639, -18.1944], [-11.0511, -15.8678, -19.2902], [-10.8322, -16.6655, -20.0862], [-11.2479, -13.8759, -18.6527], [-10.5172, -14.9357, -17.4306], [-12.3010, -14.9718, -17.7975], [-10.8663, -17.7430, -24.7796], [-9.8371, -18.7430, -25.0364], [-9.0351, -19.5138, -25.2696], [-10.7971, -17.1199, -23.8879], [-11.7926, -18.3083, -24.8823], [-11.0040, -17.0184, -25.5821], [-12.3235, -17.2642, -21.3897], [-12.5749, -18.0500, -22.6365], [-12.8155, -18.6347, -23.6312], [-12.6156, -16.2187, -21.4880], [-11.2854, -17.1666, -21.0723], [-12.9132, -17.5692, -20.5252], [-15.2182, -17.8875, -19.3694], [-15.2052, -17.5380, -17.9735], [-14.0905, -17.4011, -17.1774], [-14.1770, -17.0679, -16.0366], [-12.9825, -17.5112, -17.9140], [-11.7398, -17.2209, -17.2354], [-14.9768, -18.9485, -19.3043], [-14.4288, -17.3574, -19.9022], [-16.1846, -17.7723, -19.8602], [-10.8763, -17.4715, -17.8516], [-11.6500, -17.7390, -16.2806], [-11.6610, -16.1767, -16.9329], [-15.7577, -16.3621, -22.0806], [-16.8427, -17.6190, -22.7541], [-14.0956, -16.5665, -22.5726], [-15.9037, -16.4494, -20.3383], [-16.0985, -15.3668, -22.3656], [-13.6070, -14.3815, -20.0516], [-13.5604, -16.1157, -19.8017], [-12.2236, -13.9062, -21.0602], [-13.5306, -13.3990, -18.5225], [-14.6061, -14.1888, -20.4425], [-9.9781, -15.5904, -22.7191], [-9.5043, -15.0337, -24.2914], [-11.6553, -15.2556, -22.3176], [-9.0113, -15.0564, -21.3601], [-9.8298, -16.6699, -22.6885], [-11.8079, -20.4125, -24.2349], [-10.3611, -21.4360, -24.3315], [-12.8936, -21.0920, -23.0033], [-12.5628, -20.2420, -25.7942], [-11.4827, -19.4269, -23.9017]],
  "lowdin_charge": [-0.166, -0.294, 0.065, 0.035, 0.115, -0.006, -0.160, -0.323, 0.075, -0.007, -0.021, 0.096, -0.491, -0.357, -0.105, -0.207, -0.085, 0.024, -0.463, 0.005, -0.574, 0.171, -0.100, -0.057, 0.133, -0.149, -0.063, 0.103, 0.116, 0.052, -1.246, 0.590, 0.865, 0.827, 0.032, -1.136, 0.785, 0.616, 0.627, 0.025, -1.429, 0.663, 0.506, 0.660, 0.014, -1.527, 0.580, 0.593, 0.653, -0.059]
}

{
  "formula": "C4H12OS",
  "method": "ωB97M-V with the def2-TZVPD basis set",
  "smiles": "CCCCS.O",
  "gap_ev": 9.719,
  "e_homo_ev": -9.15,
  "multiplicity": 1,
  "elements": ["C", "C", "C", "C", "S", "H", "H", "H", "H", "H", "H", "H", "H", "H", "H", "O", "H", "H"],
  "coordinates": [[-2.8908, 1.2144, 0.5952], [-1.5496, 1.6733, -0.0997], [-0.8693, 0.3684, -0.7579], [-0.7589, -0.7148, 0.3148], [0.6226, -2.0202, 0.1193], [-3.5013, 0.6515, -0.1294], [-3.4093, 1.9522, 1.2015], [-2.6562, 0.3734, 1.2560], [-1.4820, 2.3650, -0.9485], [-0.7277, 1.9312, 0.5899], [-1.3916, -0.0440, -1.6195], [0.1488, 0.5990, -1.0434], [-0.4255, -0.1357, 1.1788], [-1.7171, -1.1892, 0.4022], [1.7975, -1.3529, 0.1788], [3.9117, 1.2264, -0.3000], [4.5255, 0.9919, -1.0122], [3.3208, 0.4952, -0.1318]],
  "lowdin_charge": [-0.097, -0.207, -0.285, -0.536, 0.654, 0.079, 0.064, 0.046, 0.096, 0.097, 0.102, 0.083, 0.062, 0.057, -0.198, -0.058, 0.044, -0.002]
}

{
  "formula": "C32H71BClNO10Si2",
  "method": "ωB97M-V with the def2-TZVPD basis set",
  "gap_ev": 8.351,
  "e_homo_ev": -8.37,
  "multiplicity": 1,
  "elements": ["C", "C", "C", "Si", "N", "C", "C", "O", "Cl", "O", "Si", "B", "O", "O", "O", "C", "C", "C", "C", "C", "C", "C", "H", "H", "H", "H", "H", "H", "H", "H", "H", "H", "H", "H", "H", "H", "H", "H", "H", "H", "H", "H", "H", "C", "C", "O", "C", "C", "H", "H", "H", "H", "H", "H", "H", "H", "H", "H", "C", "C", "O", "C", "C", "H", "H", "H", "H", "H", "H", "H", "H", "H", "H", "C", "C", "O", "C", "C", "H", "H", "H", "H", "H", "H", "H", "H", "H", "H", "C", "C", "O", "C", "C", "H", "H", "H", "H", "H", "H", "H", "H", "H", "H", "C", "C", "O", "C", "C", "H", "H", "H", "H", "H", "H", "H", "H", "H", "H"],
  "coordinates": [[-0.1105, -1.4820, 5.0050], [-0.7659, 0.0249, 4.6934], [0.4792, 1.0862, 4.7997], [1.2537, 1.6117, 3.1170], [3.0185, 1.1155, 3.1859], [0.5203, 0.7330, 1.5685], [0.7860, 1.5205, 0.1417], [0.0040, 1.1389, -0.9046], [2.0668, 2.8288, -0.1569], [1.2972, 3.3972, 2.9711], [-0.3317, 4.0605, 2.9726], [-0.4956, 5.3617, 4.4087], [-0.1753, 6.7975, 4.2849], [-0.9871, 4.8637, 5.7091], [-1.8331, 0.2139, 5.6917], [-2.5979, 1.4505, 5.4633], [-3.7727, 1.3416, 4.3247], [-5.3503, 1.1998, 4.8561], [-6.6502, 1.1269, 3.8122], [-6.4435, 1.2041, 2.1628], [-4.8538, 1.3174, 1.6597], [-3.5677, 1.3938, 2.6977], [0.5223, -1.4081, 6.0146], [-1.0020, -2.2257, 5.2532], [0.5580, -1.8707, 4.1237], [-1.2967, 0.0014, 3.6367], [1.3295, 0.5478, 5.4385], [0.2068, 2.0650, 5.4167], [3.6055, 1.9975, 3.1430], [3.1596, 0.7567, 4.1566], [1.0860, -0.3120, 1.4646], [-0.6233, 0.4907, 1.6219], [-1.2625, 2.9726, 3.2438], [-0.6268, 4.7067, 1.6884], [-0.0572, 7.1713, 5.2148], [-0.2860, 4.2542, 6.0988], [-1.9455, 2.3996, 5.2334], [-3.1542, 1.6884, 6.4925], [-5.6350, 1.1428, 6.0048], [-7.7718, 1.0572, 4.1822], [-7.3354, 1.1839, 1.4036], [-4.6909, 1.3676, 0.4809], [-2.4964, 1.4851, 2.2318], [7.9512, 1.0348, 4.8014], [6.4858, 1.3736, 5.0118], [5.7784, 0.3823, 5.7519], [6.2225, 0.1466, 7.0846], [6.0984, 1.3639, 7.9849], [8.0606, 0.0262, 4.3901], [8.4156, 1.7502, 4.1163], [8.5065, 1.0649, 5.7437], [5.9981, 1.4362, 4.0329], [6.3695, 2.3562, 5.4801], [7.2454, -0.2420, 7.0834], [5.5873, -0.6508, 7.4859], [6.7975, 2.1516, 7.6889], [6.3164, 1.0962, 9.0236], [5.0896, 1.7855, 7.9296], [-8.7493, -0.6221, -2.4224], [-8.3660, 0.8225, -2.1531], [-6.9802, 0.9947, -1.8687], [-6.0695, 0.6341, -2.9029], [-6.2388, 1.4574, -4.1683], [-8.3864, -1.2750, -1.6220], [-9.8360, -0.7228, -2.4978], [-8.3140, -0.9820, -3.3595], [-8.9095, 1.1683, -1.2670], [-8.6710, 1.4739, -2.9783], [-6.1376, -0.4370, -3.1157], [-5.0640, 0.8088, -2.5045], [-7.1875, 1.2343, -4.6652], [-5.4319, 1.2426, -4.8760], [-6.2352, 2.5276, -3.9378], [10.7865, -2.4069, 4.6984], [11.1697, -0.9622, 4.9677], [12.5556, -0.7901, 5.2521], [13.4663, -1.1506, 4.2178], [13.2970, -0.3273, 2.9524], [11.1494, -3.0598, 5.4987], [9.6998, -2.5076, 4.6229], [11.2218, -2.7667, 3.7612], [10.6263, -0.6164, 5.8537], [10.8648, -0.3109, 4.1424], [13.3982, -2.2218, 4.0050], [14.4718, -0.9759, 4.6162], [12.3483, -0.5505, 2.4555], [14.1039, -0.5421, 2.2447], [13.3006, 0.7428, 3.1830], [-2.8889, -1.7930, -6.4382], [-3.6038, -2.4692, -5.2816], [-5.0240, -2.4072, -5.3827], [-5.6097, -3.0508, -6.5104], [-5.3535, -4.5477, -6.5497], [-3.2690, -0.7773, -6.5883], [-1.8126, -1.7450, -6.2483], [-3.0396, -2.3392, -7.3742], [-3.3362, -1.9504, -4.3547], [-3.2736, -3.5062, -5.1634], [-5.2838, -2.5691, -7.4372], [-6.6898, -2.8832, -6.4359], [-4.2977, -4.7668, -6.7339], [-5.9367, -5.0154, -7.3493], [-5.6212, -5.0118, -5.5951], [-4.8135, -3.3038, -11.0202], [-4.4303, -1.8592, -10.7509], [-3.0444, -1.6870, -10.4665], [-2.1337, -2.0476, -11.5008], [-2.3030, -1.2243, -12.7662], [-4.4507, -3.9567, -10.2199], [-5.9002, -3.4045, -11.0957], [-4.3782, -3.6637, -11.9574], [-4.9737, -1.5134, -9.8649], [-4.7352, -1.2078, -11.5761], [-2.2018, -3.1187, -11.7135], [-1.1282, -1.8729, -11.1023], [-3.2517, -1.4474, -13.2631], [-1.4961, -1.4391, -13.4739], [-2.2994, -0.1541, -12.5356]],
  "lowdin_charge": [-0.063, -0.369, -0.186, 0.425, -0.075, -0.198, -0.602, -0.108, 0.584, -0.433, 0.646, -0.520, 0.018, -0.017, -0.182, -0.183, -0.096, -0.021, -0.069, -0.051, -0.046, -0.036, 0.095, 0.098, 0.088, 0.121, 0.094, 0.088, 0.040, 0.011, 0.126, 0.076, -0.040, -0.019, 0.117, 0.103, 0.086, 0.144, 0.087, 0.077, 0.076, 0.083, 0.044, -0.085, -0.279, -0.173, -0.277, -0.083, 0.080, 0.082, 0.065, 0.107, 0.108, 0.105, 0.119, 0.067, 0.078, 0.081, -0.081, -0.280, -0.182, -0.274, -0.077, 0.084, 0.076, 0.066, 0.113, 0.106, 0.104, 0.116, 0.067, 0.074, 0.083, -0.079, -0.285, -0.164, -0.279, -0.084, 0.084, 0.073, 0.068, 0.112, 0.101, 0.106, 0.119, 0.066, 0.077, 0.083, -0.076, -0.274, -0.175, -0.275, -0.082, 0.082, 0.080, 0.061, 0.117, 0.106, 0.094, 0.118, 0.067, 0.076, 0.083, -0.082, -0.278, -0.172, -0.278, -0.084, 0.078, 0.078, 0.067, 0.110, 0.107, 0.106, 0.119, 0.066, 0.077, 0.083]
}

E_tot for every record listed, in sequence, given in eV: -9408.75236, -7355.27159, -15018.25939, -174635.02535, -17224.30592, -85245.19054.
Maximum force for every record listed, in sequence, given in eV/A: 0.52, 0.37, 5.33, 18.50, 2.89, 9.29.